This record from the Open Molecules 2025 dataset describes C38H48BGeN12O8Os as an isolated structure. The level of theory is ωB97M-V/def2-TZVPD.

Values from the calculation:
LUMO level (alpha / beta), hartree: -0.1834 / -0.1779
Frontier orbital gap (alpha / beta), eV: 4.564 / 4.763
Energy relative to the best compared isomer or geometry (same formula, charge and spin), eV: 0.000
Total energy, Ha: -4928.0000
Net charge: +1
Multiplicity: 1

Last column: Löwdin charge in e.
Geometry (Å):
Os: 0.905 0.511 0.376  1.277
Ge: -3.970 -2.455 -0.159  0.847
O: 1.768 -3.244 3.671  0.104
O: -5.025 0.305 -2.905  0.082
O: -2.428 -1.546 -0.664  -0.244
O: 0.374 -7.447 2.175  0.110
O: -1.407 -4.061 -2.478  0.091
O: 0.320 -1.546 0.129  -0.132
O: -1.104 -7.606 0.607  0.102
O: 2.357 -1.848 2.143  0.108
N: 2.906 0.032 0.368  -0.090
N: -2.986 0.612 -3.791  0.143
N: -1.114 -3.274 -1.588  -0.091
N: -3.840 2.050 -2.063  0.143
N: 1.708 -2.782 2.551  -0.314
N: -0.292 -6.996 1.269  -0.349
N: 2.444 2.696 1.599  0.043
N: 0.824 0.420 2.418  -0.067
N: -1.049 1.409 0.299  -0.082
N: 1.626 2.441 0.543  -0.064
N: 3.658 0.496 1.395  0.037
N: 1.887 0.853 3.139  0.054
C: -2.995 2.095 -0.937  -0.201
C: 0.528 3.722 -1.266  -0.022
C: -0.603 -5.073 -0.192  0.091
C: 2.670 4.016 1.698  -0.257
C: -2.614 2.908 1.280  -0.027
C: 3.120 -1.500 -1.550  -0.019
C: 3.518 4.614 2.768  -0.009
C: 3.658 -0.799 -0.347  -0.324
C: -1.924 2.716 -4.515  -0.011
C: -1.795 1.401 -0.818  -0.081
C: 5.967 0.272 2.314  -0.007
C: 2.706 0.900 5.486  0.000
C: 0.309 2.657 -5.464  -0.276
C: -3.393 2.880 0.143  0.004
C: -5.058 -1.022 0.551  -0.171
C: -0.017 -0.195 3.257  -0.321
C: 1.475 3.356 -6.107  -0.043
C: -4.685 -3.365 -1.716  -0.169
C: 0.345 1.287 -5.220  -0.037
C: 0.815 -3.443 1.583  -0.023
C: -0.485 -3.683 -0.453  -0.082
C: -0.093 -5.578 0.945  -0.115
C: -0.838 3.351 -5.100  -0.032
C: -3.992 0.938 -2.924  -0.512
C: -1.460 2.152 1.335  -0.129
C: -3.400 -3.686 1.242  -0.166
C: -0.731 0.638 -4.637  -0.033
C: 4.889 -0.042 1.333  -0.260
C: -1.288 -0.840 2.809  -0.021
C: 0.512 -0.132 4.547  0.031
C: 1.722 0.528 4.430  -0.253
C: 0.625 -4.761 1.839  0.113
C: -1.875 1.349 -4.284  -0.256
C: 0.239 -2.749 0.426  -0.233
C: 1.346 3.610 -0.033  -0.316
C: 4.930 -0.872 0.227  0.031
C: -1.683 -1.876 -1.750  -0.225
C: 1.982 4.635 0.672  0.031
B: 3.057 1.518 2.386  -0.491
H: 6.208 1.335 2.311  0.086
H: -3.216 -4.688 0.852  0.025
H: -4.310 3.455 0.087  0.126
H: 0.080 -0.537 5.447  0.122
H: -1.267 -1.908 3.042  0.077
H: -1.409 0.826 -1.643  0.092
H: -1.438 -0.717 1.737  0.044
H: 3.909 1.905 3.123  0.122
H: -3.181 -0.249 -4.280  0.153
H: 6.865 -0.285 2.056  0.086
H: 5.671 -0.001 3.327  0.084
H: -5.783 -1.440 1.251  0.031
H: -0.831 2.151 2.212  0.112
H: 1.009 4.406 -1.962  0.088
H: -5.372 -4.139 -1.371  0.037
H: 5.771 -1.452 -0.114  0.117
H: 2.898 -2.546 -1.328  0.082
H: 2.328 0.597 6.460  0.087
H: -2.902 3.506 2.133  0.119
H: -4.186 -3.758 1.994  0.035
H: -0.898 4.416 -5.293  0.118
H: 3.169 4.317 3.757  0.083
H: -2.145 -0.416 3.334  0.094
H: 2.313 3.441 -5.410  0.085
H: 4.557 4.297 2.677  0.087
H: -4.439 -0.300 1.084  0.020
H: 0.424 2.758 -1.761  0.058
H: 1.949 5.690 0.458  0.118
H: 2.877 1.977 5.502  0.083
H: 3.667 0.411 5.323  0.086
H: -0.700 -0.436 -4.487  0.108
H: 2.200 -1.025 -1.897  0.058
H: -2.816 3.276 -4.275  0.115
H: -1.156 -5.700 -0.877  0.143
H: -0.838 -1.194 -1.868  0.112
H: -3.904 -3.850 -2.301  0.013
H: -0.470 4.112 -1.057  0.085
H: -2.494 -3.323 1.729  0.005
H: -2.236 -1.969 -2.687  0.126
H: 1.223 0.716 -5.499  0.119
H: 3.843 -1.481 -2.364  0.087
H: -4.763 2.397 -1.840  0.143
H: 1.203 4.360 -6.429  0.079
H: 1.830 2.804 -6.977  0.084
H: 3.482 5.699 2.700  0.086
H: -5.599 -0.520 -0.249  0.020
H: -5.231 -2.671 -2.351  0.027
H: 1.064 -5.191 2.729  0.144

This record from the Open Molecules 2025 dataset describes C38H48BeBrF6KN5NaO22S8 as an isolated structure at a distorted geometry. The level of theory is ωB97M-V/def2-TZVPD.

Values from the calculation:
LUMO level, hartree: -0.0407
Frontier orbital gap, eV: 0.639
Total energy, Ha: -10540.5069
Net charge: -2
Multiplicity: 1

Last column: Löwdin charge in e.
Geometry (Å):
Br: -1.627 -0.743 1.946  -0.015
K: -1.752 -5.409 -5.777  0.419
S: -2.371 9.150 -1.875  0.573
S: -1.260 8.583 0.468  0.584
S: 9.816 -2.568 1.266  0.691
S: -6.942 1.894 -0.598  0.591
S: 9.145 0.551 1.096  0.684
S: 6.025 1.614 0.497  0.741
S: 3.584 -0.714 -0.038  1.050
S: -4.388 13.339 1.012  0.256
Na: 2.099 -9.784 -3.333  0.356
F: -4.405 10.836 -1.668  0.112
F: -0.538 8.937 2.997  0.114
F: -2.432 9.841 2.482  0.114
F: -0.594 10.757 1.830  0.109
F: -2.570 11.756 -2.315  0.110
F: -3.714 10.546 -3.694  0.105
O: -6.404 0.654 -0.119  -0.278
O: 0.799 -6.365 -1.581  0.090
O: -3.096 3.842 1.541  0.278
O: 1.378 -7.820 -3.187  -0.053
O: -3.618 12.098 0.836  -0.172
O: -7.943 1.585 -1.829  -0.270
O: -0.803 1.627 -0.703  -0.191
O: 5.415 -0.059 3.580  -0.478
O: -1.220 4.445 2.091  0.305
O: -7.573 2.833 0.281  -0.270
O: -3.663 14.256 1.903  -0.226
O: -3.307 8.061 -2.026  -0.300
O: 0.125 8.408 0.099  -0.295
O: -5.693 13.014 1.606  -0.233
O: -1.229 9.102 -2.759  -0.305
O: -4.579 13.980 -0.297  -0.214
O: 7.302 -4.877 3.005  0.115
O: -1.952 7.372 0.837  -0.285
O: -0.781 -5.572 1.420  -0.019
O: 9.384 -6.091 5.122  0.272
O: 2.075 0.691 -2.326  -0.186
O: -1.772 4.629 -0.026  0.226
N: -1.190 -3.279 -2.638  0.156
N: -2.087 9.631 -0.392  -0.284
N: 4.700 -3.696 0.022  -0.078
N: 7.338 -4.463 0.663  0.153
N: 1.050 -3.428 3.373  -0.058
C: -1.949 1.120 -1.385  -0.278
C: 3.298 -4.478 -1.872  0.043
C: -2.455 -3.282 3.972  -0.171
C: 0.155 2.189 -1.635  -0.154
C: 7.504 -4.742 1.850  -0.347
C: 6.383 -0.170 0.537  -0.574
C: 2.153 -4.300 2.887  -0.233
C: 7.018 -3.020 0.601  -0.157
C: 1.551 1.550 -1.269  -0.168
C: 3.141 -3.349 2.061  -0.135
C: 1.662 -2.966 -3.091  -0.100
C: 8.102 -2.074 0.868  -0.512
C: -0.016 -4.234 4.017  -0.187
C: -3.080 -4.689 1.423  -0.032
C: 1.930 -5.552 -3.786  -0.037
C: -3.870 -3.157 3.357  -0.176
C: 3.695 -3.370 -0.963  -0.186
C: 2.012 -1.828 -2.211  -0.056
C: 7.765 -0.632 0.808  -0.559
C: 3.050 -2.067 -1.163  -0.278
C: 0.607 -2.862 -4.245  -0.134
C: 4.121 -4.296 1.258  -0.147
C: 2.297 -4.304 -2.918  -0.160
C: -5.700 2.739 -1.526  -0.112
C: 5.320 -1.183 0.284  -0.364
C: 1.353 -6.659 -2.801  -0.438
C: -8.996 0.645 -1.623  -0.280
C: -1.753 -4.793 2.068  -0.229
C: 1.265 -0.475 -2.419  -0.182
C: -4.098 -3.872 2.096  -0.098
C: -0.811 -3.420 -3.856  -0.285
C: -2.687 -0.038 -0.567  -0.249
C: -3.304 10.630 -2.412  -0.659
C: -2.015 4.324 1.133  -0.917
C: -10.148 1.253 -0.846  -0.080
C: -1.202 9.567 2.010  -0.658
C: 5.621 -2.616 0.288  -0.139
C: -1.415 -4.107 3.327  -0.151
Be: -3.413 -1.237 5.019  0.306
H: -10.467 2.193 -1.301  0.083
H: -2.733 1.932 -1.524  0.103
H: 3.781 -5.486 -1.743  0.125
H: 1.114 -5.376 -4.532  0.072
H: 2.854 -5.993 -4.242  0.135
H: -5.110 -3.783 1.623  0.093
H: -4.945 3.094 -0.825  0.071
H: -3.529 0.360 0.065  0.044
H: -8.618 -0.255 -1.130  0.112
H: 8.748 -5.556 4.585  0.141
H: 2.476 -2.719 1.421  0.086
H: -1.959 -0.670 0.110  -0.210
H: 3.779 -2.755 2.778  0.127
H: -9.347 0.347 -2.613  0.115
H: 9.954 -3.755 0.578  -0.127
H: 5.550 0.371 2.735  -0.226
H: 1.018 -3.494 -5.095  0.096
H: 2.675 -4.845 3.715  0.119
H: 0.429 -0.459 -1.648  0.146
H: 0.731 -0.414 -3.417  0.120
H: 1.685 -5.014 2.134  0.101
H: 10.045 0.168 0.114  -0.123
H: -0.904 -5.519 0.456  0.076
H: -0.141 2.054 -2.707  0.126
H: 9.829 -5.537 5.808  0.176
H: -3.169 -0.785 -1.286  0.053
H: -2.147 -3.672 -2.603  0.063
H: -2.233 -2.725 4.950  -0.038
H: -1.709 0.662 -2.399  0.098
H: -10.997 0.566 -0.816  0.074
H: -0.156 -3.962 5.107  0.117
H: -4.669 -2.554 3.853  -0.005
H: 0.602 -2.990 2.555  0.070
H: -6.158 3.582 -2.041  0.079
H: -9.855 1.474 0.181  0.072
H: 0.218 3.289 -1.368  0.129
H: 10.041 -6.551 4.546  0.167
H: -3.326 -5.226 0.469  0.094
H: 1.397 0.878 -0.369  0.104
H: 4.925 -4.721 1.923  0.110
H: 0.276 -5.325 3.934  0.110
H: 0.483 -1.832 -4.667  0.112
H: 3.513 -5.193 0.919  0.117
H: 0.060 -5.730 -1.727  0.120
H: 2.304 2.317 -0.935  0.133
H: -5.257 2.042 -2.236  0.070
H: 6.549 2.032 -0.714  -0.102
H: -1.432 -3.869 -4.691  -0.049